{
  "formula": "C30H32N2P2S3V",
  "method": "ωB97M-V with the def2-TZVPD basis set",
  "largest_force_ev_per_a": 1.87,
  "homo_lumo_gap_ha": 0.257,
  "charge": 3,
  "e_lumo_ha": -0.371,
  "species": ["S", "C", "C", "H", "H", "C", "N", "H", "H", "H", "H", "C", "C", "H", "C", "N", "H", "H", "H", "C", "C", "C", "C", "H", "H", "C", "C", "C", "H", "C", "H", "C", "H", "C", "H", "C", "C", "C", "C", "H", "H", "C", "C", "C", "H", "H", "C", "H", "S", "H", "P", "H", "C", "H", "H", "H", "H", "C", "C", "H", "V", "H", "S", "C", "C", "H", "H", "P", "C", "H"],
  "positions_angstrom": [[-1.401528, 1.759585, -1.633444], [-0.123052, -0.359180, -0.096289], [-0.304579, 2.996297, 3.768230], [0.021657, 2.059796, 3.349129], [3.614334, 0.031934, -5.499958], [-2.875639, -2.826819, -3.915418], [-3.248512, 3.311847, 1.476036], [5.470709, -2.760346, -1.819277], [-4.584056, 1.636061, 1.695668], [-4.208369, 5.177930, 1.631525], [-2.097759, -0.953302, -4.426058], [2.480789, 1.118197, -4.090274], [-2.244219, 2.822076, 2.185619], [-0.579883, -2.181510, 4.964387], [0.289746, -2.074139, 4.305767], [-1.542096, 3.474090, 3.072680], [-2.440436, 5.282931, 1.247674], [-0.450246, -0.386209, 3.275557], [-0.535844, 2.873202, 4.829427], [0.348816, -1.115998, 3.317182], [2.427456, -2.235782, -0.543745], [-2.971884, -3.862059, -2.987447], [3.469991, -2.928549, -1.104528], [-2.001059, 4.725652, 4.742623], [1.135781, -3.968519, 5.008831], [-2.000649, -2.395581, -1.323340], [0.970542, -1.225783, -3.747801], [2.309077, -3.116718, 3.460640], [-3.337422, -4.818359, -3.325795], [2.763705, -0.007004, -4.860448], [3.862996, 0.844596, -0.293288], [4.788393, -0.865770, -1.187806], [-2.692510, -4.380847, -0.864876], [0.710047, -0.092217, -2.973476], [0.510683, 3.757919, 3.636227], [-2.251843, -1.622442, -3.615576], [1.446738, 1.066448, -3.164284], [2.003515, -1.169773, -4.704419], [3.748892, -0.160189, -0.587376], [0.440566, -2.158658, -3.604381], [3.418928, -4.004963, -1.267443], [1.392593, -1.165195, 2.346359], [-2.049878, 4.762351, 3.655258], [1.206667, -3.165744, 4.279275], [-4.152153, 2.031718, 0.008157], [-3.173444, -3.008390, -4.928215], [2.396274, -2.143658, 2.477907], [3.239559, -2.204343, 1.827217], [1.510649, 1.818111, 1.010894], [5.735837, -0.413760, -1.448998], [1.413359, -0.242937, 0.823801], [-1.685603, -2.269619, -0.302951], [-3.363245, 4.721496, 1.093570], [1.269371, 1.959700, -2.536532], [3.081897, -3.861365, 3.478954], [-1.450051, 5.591617, 3.322690], [3.119772, 1.990505, -4.160471], [4.625798, -2.225282, -1.399252], [-2.546575, -3.631509, -1.666319], [-3.675378, 4.725956, 0.049826], [-0.532993, 1.253703, 0.260112], [1.530641, -2.757208, -0.240249], [-1.948010, 1.038674, 1.979129], [-4.341445, 2.459834, 0.993984], [2.618088, -0.857611, -0.221395], [-5.217070, 3.090486, 0.918506], [-3.131420, 4.878684, 3.478454], [-0.635449, -0.165583, -1.866832], [-1.806851, -1.405514, -2.294125], [2.227281, -2.072964, -5.269208]],
  "forces_ev_per_angstrom": [[-0.4033, 0.6157, -0.6540], [-0.5996, -0.3600, -0.6715], [-0.0551, 0.8314, -0.3884], [0.0485, -0.1970, -0.0169], [0.3323, -0.1572, -0.6253], [0.5462, -0.0448, 0.2189], [0.3448, 0.0043, 0.0507], [-0.0690, -0.0588, 0.0172], [0.2682, 0.6254, -0.3611], [0.4414, 0.0669, -0.0194], [0.1985, 0.7773, -0.3267], [-0.1269, -0.3617, 0.3444], [-0.2325, -1.2137, -0.1162], [0.4681, 0.4998, -0.1307], [-0.0378, -1.8008, -0.4358], [0.4476, 1.2129, 1.1762], [-0.2354, -0.2041, -0.1370], [0.2912, -0.0145, -0.0621], [0.0609, 0.0786, -0.1701], [0.2863, -0.0240, -0.3949], [0.2936, 0.6547, 0.3493], [0.3952, 0.6567, 0.6633], [-0.1976, -0.1431, -0.0052], [0.4549, -0.3304, 0.0185], [-0.2347, 0.1195, -0.1441], [-0.2492, -0.8256, -0.3256], [1.0405, -0.0775, -0.7673], [-0.1806, 0.1521, -0.5223], [-0.1697, -0.1374, 0.2200], [-0.6450, -0.2034, 0.7441], [0.1743, 1.1432, 0.1179], [-0.3673, -0.1811, 0.0254], [0.2101, 0.4130, -0.7504], [0.0325, -0.3277, -0.6624], [-0.8602, -0.6228, 0.1649], [-0.1951, -0.6832, 0.8092], [0.5522, 1.3704, 0.4818], [-0.3470, -0.1366, 0.5699], [0.6393, -1.0157, 0.0366], [-0.0894, 0.0843, -0.0380], [-0.0644, 0.3218, -0.0683], [-0.2740, -0.3897, 0.3767], [-0.7919, -0.6759, 0.3636], [-0.1441, 1.0768, 1.0608], [0.1805, 0.1002, -0.0008], [-0.2373, 0.0124, -0.3527], [-0.4888, 0.3054, 0.2959], [0.3055, 0.2060, -0.3976], [-0.3159, 0.0308, -0.1747], [-0.1301, 0.2002, 0.0443], [-0.0970, -0.0398, 1.0842], [0.1236, 0.2100, 0.2210], [-0.8623, 0.2740, 0.0077], [0.0042, -0.5704, -0.4613], [0.1214, -0.2921, 0.2278], [0.0188, 0.3586, -0.2716], [-0.2334, 0.0490, -0.0727], [1.0678, -0.1272, -0.5567], [-0.6333, -0.1853, 0.0647], [0.3340, 0.1026, -0.1448], [-0.3392, 0.8642, 1.1312], [-0.1665, 0.0006, -0.0048], [0.0109, 0.4962, -0.2491], [-0.3695, -0.6740, 0.2499], [0.1394, -1.4770, -1.1347], [-0.2016, 0.1099, 0.0011], [0.7176, 0.0494, -0.2905], [0.0510, -0.2462, 0.7203], [0.0582, -0.5607, 0.0332], [-0.0149, 0.2850, 0.0150]],
  "lowdin_charge": [0.5833, -0.5124, -0.0276, -0.0071, 0.1200, -0.0289, -0.1877, 0.1303, 0.0982, 0.1179, 0.1193, -0.0294, -0.5829, 0.1297, -0.0257, -0.1307, 0.1019, 0.0182, 0.1153, -0.0849, -0.0890, -0.0012, -0.0363, 0.1111, 0.1306, -0.0848, -0.0518, -0.0334, 0.1274, -0.0099, 0.0855, -0.0142, 0.1343, -0.3842, 0.1265, -0.0490, -0.0945, -0.0111, -0.0553, 0.1177, 0.1347, -0.3008, 0.0150, -0.0060, 0.0812, 0.1234, -0.0580, 0.1065, 0.5734, 0.1296, 0.6200, 0.0920, -0.0113, 0.0978, 0.1261, 0.1067, 0.1276, -0.0269, -0.0242, 0.1098, -0.0290, 0.1214, 0.8286, -0.0491, -0.4084, 0.1075, 0.1023, 0.6993, -0.3521, 0.1276]
}